142
Properties=species:S:1:pos:R:3:lowdin_charge:R:1 method="wB97M-V/def2-TZVPD" lumo_energy_ev=-0.15 homo_lumo_gap_ev=7.42 homo_ev=-7.562
C 6.722 2.234 -3.464 -0.111
C 6.067 1.821 -2.286 -0.101
C 7.034 1.518 -1.354 -0.141
N 8.238 1.650 -1.975 -0.012
C 8.070 2.136 -3.244 -0.143
H 6.308 2.599 -4.389 0.088
H 5.005 1.720 -2.123 0.080
H 6.899 1.199 -0.337 0.100
H 9.116 1.368 -1.579 0.140
H 8.936 2.378 -3.833 0.101
O 3.871 7.141 0.021 0.133
C 2.897 6.470 0.176 -0.501
C 1.481 6.926 0.444 -0.064
C 0.674 5.746 -0.083 -0.148
C 1.623 4.531 -0.072 -0.098
O 2.929 5.124 0.232 0.022
H 1.347 6.989 1.527 0.121
H 1.148 7.847 -0.020 0.125
H -0.299 5.581 0.377 0.087
H 0.407 5.850 -1.141 0.118
H 1.401 3.821 0.723 0.115
H 1.783 4.029 -1.022 0.111
O -1.726 -0.955 -4.615 0.102
C -0.940 -1.840 -4.421 -0.479
C 0.248 -1.879 -3.483 -0.050
C 0.619 -3.364 -3.489 -0.134
C 0.114 -3.815 -4.861 -0.159
O -1.001 -2.978 -5.155 0.029
H 1.082 -1.367 -3.970 0.118
H 0.034 -1.531 -2.484 0.095
H 1.698 -3.542 -3.508 0.121
H 0.234 -3.989 -2.686 0.087
H 0.897 -3.719 -5.621 0.126
H -0.162 -4.869 -4.918 0.120
O -2.127 -3.076 -1.588 0.135
C -3.206 -3.570 -1.710 -0.448
C -4.553 -3.329 -1.041 -0.055
C -5.322 -4.628 -1.319 -0.131
C -4.587 -5.172 -2.560 -0.159
O -3.255 -4.804 -2.286 -0.003
H -4.458 -3.076 0.011 0.112
H -4.980 -2.460 -1.554 0.140
H -5.106 -5.309 -0.494 0.112
H -6.383 -4.437 -1.449 0.117
H -4.780 -6.235 -2.670 0.127
H -4.973 -4.693 -3.465 0.132
O 2.274 1.398 -1.631 0.116
C 1.485 0.851 -0.918 -0.450
C 1.706 0.205 0.446 -0.057
C 0.509 -0.705 0.596 -0.144
C -0.524 -0.092 -0.322 -0.163
O 0.223 0.568 -1.347 0.002
H 2.690 -0.253 0.524 0.124
H 1.753 1.019 1.177 0.115
H 0.721 -1.758 0.422 0.100
H 0.178 -0.632 1.631 0.080
H -1.180 -0.858 -0.748 0.103
H -1.231 0.555 0.203 0.107
O 0.980 0.591 3.512 0.123
C 0.513 0.271 4.564 -0.475
C -0.424 1.077 5.449 -0.063
C -0.709 0.148 6.635 -0.132
C -0.339 -1.242 6.085 -0.136
O 0.567 -1.015 4.996 -0.002
H 0.016 2.054 5.610 0.124
H -1.343 1.141 4.853 0.130
H 0.025 0.421 7.396 0.118
H -1.727 0.157 7.006 0.113
H 0.130 -1.881 6.824 0.128
H -1.217 -1.710 5.634 0.107
O -4.257 5.231 -2.189 0.109
C -3.836 4.177 -2.570 -0.493
C -3.324 3.021 -1.723 -0.064
C -2.560 2.169 -2.726 -0.155
C -3.321 2.477 -4.001 -0.139
O -3.730 3.857 -3.876 0.025
H -2.766 3.343 -0.851 0.105
H -4.217 2.460 -1.424 0.138
H -1.507 2.454 -2.739 0.101
H -2.606 1.096 -2.545 0.112
H -2.846 2.303 -4.959 0.126
H -4.254 1.901 -3.970 0.129
O -5.318 -0.454 1.876 0.124
C -4.363 -1.038 2.289 -0.501
C -4.299 -2.009 3.460 -0.050
C -2.989 -2.779 3.165 -0.145
C -2.173 -1.821 2.324 -0.122
O -3.152 -0.956 1.699 0.020
H -4.277 -1.466 4.399 0.123
H -5.125 -2.704 3.336 0.124
H -2.570 -3.018 4.149 0.105
H -3.175 -3.765 2.747 0.092
H -1.497 -1.188 2.896 0.115
H -1.638 -2.331 1.527 0.106
O 2.930 -0.158 -5.291 0.115
C 2.476 0.944 -5.171 -0.484
C 1.028 1.353 -5.198 -0.063
C 1.021 2.683 -4.464 -0.159
C 2.422 3.185 -4.766 -0.156
O 3.240 2.023 -4.883 0.028
H 0.808 1.545 -6.259 0.141
H 0.360 0.567 -4.870 0.097
H 0.246 3.380 -4.797 0.115
H 0.761 2.540 -3.413 0.083
H 2.405 3.822 -5.656 0.126
H 2.863 3.811 -3.990 0.125
O 0.657 -4.001 1.130 0.114
C -0.065 -4.768 0.563 -0.466
C -1.500 -5.116 0.881 -0.074
C -1.645 -6.509 0.254 -0.129
C -0.679 -6.412 -0.920 -0.126
O 0.398 -5.560 -0.436 0.024
H -1.665 -5.186 1.955 0.118
H -2.250 -4.431 0.496 0.094
H -1.436 -7.302 0.967 0.120
H -2.623 -6.675 -0.205 0.107
H -0.236 -7.356 -1.220 0.129
H -1.130 -5.871 -1.750 0.104
O 4.251 -5.011 4.442 0.120
C 4.094 -3.841 4.266 -0.491
C 3.449 -3.170 3.067 -0.057
C 3.980 -1.721 3.201 -0.138
C 4.056 -1.599 4.720 -0.146
O 4.501 -2.907 5.168 0.014
H 3.878 -3.591 2.163 0.127
H 2.365 -3.192 3.125 0.116
H 4.956 -1.587 2.745 0.118
H 3.270 -0.960 2.870 0.094
H 4.829 -0.896 5.027 0.125
H 3.094 -1.404 5.182 0.105
O -1.565 2.532 1.723 0.113
C -1.500 3.548 2.352 -0.507
C -2.574 4.641 2.351 -0.048
C -1.734 5.786 2.902 -0.167
C -0.737 5.107 3.828 -0.123
O -0.446 3.871 3.123 0.013
H -2.898 4.720 1.320 0.120
H -3.321 4.324 3.077 0.134
H -1.303 6.424 2.132 0.100
H -2.369 6.506 3.436 0.120
H 0.171 5.702 3.879 0.124
H -1.138 4.899 4.817 0.125

75
Properties=species:S:1:pos:R:3:mulliken_spin:R:1 method="wB97M-V/def2-TZVPD" lumo_energy_ev="-2.45 / -3.92" s2=8.766 de_lowest_kcal_mol=26.9 total_charge=+1 homo_lumo_gap_ev="8.30 / 6.97" spin_multiplicity=6 homo_ev="-10.759 / -10.891"
O -0.456 -1.360 -3.284 -0.041
O 0.893 1.136 -5.761 0.001
C 0.241 -2.601 -3.788 -0.004
C -0.517 -3.823 -3.369 0.001
H 1.244 -2.529 -3.367 0.000
H 0.314 -2.479 -4.873 -0.002
H -0.616 -3.868 -2.283 0.000
H 0.006 -4.727 -3.693 0.000
H -1.510 -3.837 -3.840 0.000
C -1.601 -0.787 -3.989 0.030
C -1.487 -1.031 -5.466 0.002
H -1.596 0.288 -3.780 -0.010
H -2.504 -1.233 -3.547 0.002
H -0.523 -0.683 -5.882 0.000
H -2.286 -0.464 -5.957 0.000
H -1.634 -2.092 -5.725 0.000
C 0.500 2.406 -5.261 0.000
C 2.277 0.924 -6.024 0.000
C -0.796 2.837 -5.939 0.000
H 1.289 3.147 -5.433 0.000
H 0.335 2.313 -4.171 -0.001
H -0.647 2.923 -7.029 0.000
H -1.100 3.823 -5.565 0.000
H -1.620 2.131 -5.760 0.000
C 2.490 0.806 -7.528 0.000
H 2.560 -0.018 -5.527 0.001
H 2.889 1.737 -5.602 0.000
H 1.831 0.046 -7.968 0.000
H 3.529 0.558 -7.749 0.000
H 2.266 1.769 -8.008 0.000
H -0.405 -1.281 -2.230 -0.136
Fe -0.392 -0.147 -0.441 4.440
C 1.325 -0.303 -1.652 0.334
Si 2.949 0.423 -1.099 -0.005
H 1.547 -1.369 -1.840 -0.014
H 1.141 0.166 -2.631 -0.117
C 4.321 -0.496 -2.027 0.017
C 3.142 0.081 0.738 0.008
C 3.171 2.225 -1.584 0.008
C -1.923 -1.366 -0.570 0.154
Si -3.248 -0.025 -0.451 -0.037
H -1.924 -1.944 0.384 0.006
H -2.185 -2.146 -1.310 0.006
C -4.696 -0.746 -1.417 0.024
C -2.905 1.661 -1.219 0.046
C -3.752 0.226 1.340 0.011
H 2.737 2.429 -2.575 -0.002
H 4.251 2.436 -1.635 0.000
H 2.709 2.910 -0.859 -0.001
H 4.240 -1.575 -1.842 -0.001
H 5.317 -0.164 -1.703 0.002
H 4.235 -0.324 -3.111 -0.001
H 2.641 -0.857 1.009 -0.002
H 2.720 0.883 1.360 -0.001
H 4.215 -0.024 0.963 0.000
H -3.669 1.830 -1.995 0.005
H -1.919 1.803 -1.688 -0.017
H -3.002 2.441 -0.448 -0.001
H -4.533 0.999 1.393 0.000
H -2.918 0.536 1.987 -0.002
H -4.153 -0.717 1.740 0.000
H -5.631 -0.250 -1.117 0.003
H -4.785 -1.821 -1.212 -0.002
H -4.554 -0.618 -2.498 -0.003
S 0.043 2.097 0.398 0.156
C -0.099 1.129 1.785 0.036
C -0.251 1.523 3.118 -0.001
C -0.366 0.543 4.105 0.017
C -0.298 -0.810 3.761 0.004
C -0.142 -1.166 2.422 0.034
N -0.103 -0.220 1.445 0.052
H -0.309 2.588 3.324 0.000
H -0.514 0.840 5.136 0.001
H -0.365 -1.595 4.514 0.001
H -0.049 -2.198 2.093 -0.001

9
Properties=species:S:1:pos:R:3:lowdin_charge:R:1 method="wB97M-V/def2-TZVPD" lumo_energy_ev=-5.15 de_lowest_kcal_mol=44.0 total_charge=+1 homo_lumo_gap_ev=11.27 homo_ev=-16.415
C -0.115 1.022 -0.031 -0.097
C 0.091 -0.853 -0.050 -0.166
N 0.945 0.234 -0.152 0.038
N -1.067 0.100 0.030 0.161
H -0.070 2.095 -0.247 0.169
H 0.048 -1.525 -0.925 0.156
H 0.117 -1.453 0.915 0.167
H 2.133 0.244 0.571 0.385
H -2.082 0.137 -0.110 0.186

9
Properties=species:S:1:pos:R:3:mulliken_spin:R:1 method="wB97M-V/def2-TZVPD" lumo_energy_ev="-4.87 / -9.01" s2=2.011 de_lowest_kcal_mol=41.3 total_charge=+1 homo_lumo_gap_ev="10.59 / 7.13" spin_multiplicity=3 homo_ev="-15.454 / -16.148"
O -2.030 -0.071 0.347 0.214
O 2.005 0.390 0.525 0.017
O -0.039 -1.164 -0.195 0.043
O -1.139 0.814 -0.075 1.213
O 1.515 0.650 -0.700 0.068
O 0.168 0.022 -0.808 0.377
H -2.750 -0.293 -0.432 0.062
H 2.290 1.321 0.981 -0.001
H 0.678 -1.828 -0.052 0.007

45
Properties=species:S:1:pos:R:3:mulliken_spin:R:1 method="wB97M-V/def2-TZVPD" lumo_energy_ev="0.73 / 0.55" s2=6.046 de_lowest_kcal_mol=0.0 homo_lumo_gap_ev="6.39 / 8.10" spin_multiplicity=5 homo_ev="-5.654 / -7.556"
H -2.752 -1.683 -0.351 0.003
N -0.631 -1.481 -0.373 0.017
B 1.879 -1.999 -0.602 -0.040
N 0.381 -2.296 -0.902 0.031
C -0.172 -3.293 -1.609 0.026
Fe -0.254 0.253 0.364 3.579
H 0.463 -3.997 -2.126 0.002
C -1.558 -3.187 -1.508 0.002
H -2.290 -3.815 -1.963 0.000
C -1.806 -2.075 -0.696 0.014
H 2.601 -2.796 -1.134 0.000
C 0.000 1.679 1.852 0.408
H -0.761 2.244 2.418 -0.046
H 0.686 2.427 1.427 0.001
H 0.556 1.062 2.577 -0.080
N 2.045 -2.053 0.952 -0.007
N 2.166 -0.556 -1.084 0.027
N 1.238 -1.240 1.723 0.028
N 1.398 0.513 -0.601 -0.065
C 2.828 -2.809 1.750 0.002
C 3.056 -0.094 -1.982 0.021
H 3.523 -3.522 1.309 0.000
H 3.703 -0.795 -2.491 0.001
C 2.545 -2.477 3.070 0.001
C 2.929 1.286 -2.051 0.004
C 1.543 -1.488 3.001 -0.011
C 1.918 1.637 -1.156 0.007
H 2.986 -2.874 3.961 0.000
H 3.493 1.965 -2.675 0.002
H 1.061 -0.971 3.820 0.000
H 1.541 2.618 -0.904 0.003
H -1.464 0.885 1.312 -0.082
C -3.056 2.788 1.195 0.014
Si -2.079 1.775 -0.047 0.120
C -3.260 0.831 -1.153 0.020
C -1.166 2.966 -1.197 -0.008
H -3.584 2.134 1.900 -0.001
H -3.798 3.388 0.656 0.007
H -2.410 3.460 1.771 -0.005
H -3.906 1.568 -1.649 -0.002
H -2.715 0.268 -1.921 -0.004
H -3.878 0.134 -0.576 0.006
H -1.927 3.593 -1.680 0.001
H -0.460 3.606 -0.651 0.001
H -0.613 2.421 -1.975 0.000

Copy entry 5 word for word.
45
Properties=species:S:1:pos:R:3:mulliken_spin:R:1 method="wB97M-V/def2-TZVPD" lumo_energy_ev="0.73 / 0.55" s2=6.046 de_lowest_kcal_mol=0.0 homo_lumo_gap_ev="6.39 / 8.10" spin_multiplicity=5 homo_ev="-5.654 / -7.556"
H -2.752 -1.683 -0.351 0.003
N -0.631 -1.481 -0.373 0.017
B 1.879 -1.999 -0.602 -0.040
N 0.381 -2.296 -0.902 0.031
C -0.172 -3.293 -1.609 0.026
Fe -0.254 0.253 0.364 3.579
H 0.463 -3.997 -2.126 0.002
C -1.558 -3.187 -1.508 0.002
H -2.290 -3.815 -1.963 0.000
C -1.806 -2.075 -0.696 0.014
H 2.601 -2.796 -1.134 0.000
C 0.000 1.679 1.852 0.408
H -0.761 2.244 2.418 -0.046
H 0.686 2.427 1.427 0.001
H 0.556 1.062 2.577 -0.080
N 2.045 -2.053 0.952 -0.007
N 2.166 -0.556 -1.084 0.027
N 1.238 -1.240 1.723 0.028
N 1.398 0.513 -0.601 -0.065
C 2.828 -2.809 1.750 0.002
C 3.056 -0.094 -1.982 0.021
H 3.523 -3.522 1.309 0.000
H 3.703 -0.795 -2.491 0.001
C 2.545 -2.477 3.070 0.001
C 2.929 1.286 -2.051 0.004
C 1.543 -1.488 3.001 -0.011
C 1.918 1.637 -1.156 0.007
H 2.986 -2.874 3.961 0.000
H 3.493 1.965 -2.675 0.002
H 1.061 -0.971 3.820 0.000
H 1.541 2.618 -0.904 0.003
H -1.464 0.885 1.312 -0.082
C -3.056 2.788 1.195 0.014
Si -2.079 1.775 -0.047 0.120
C -3.260 0.831 -1.153 0.020
C -1.166 2.966 -1.197 -0.008
H -3.584 2.134 1.900 -0.001
H -3.798 3.388 0.656 0.007
H -2.410 3.460 1.771 -0.005
H -3.906 1.568 -1.649 -0.002
H -2.715 0.268 -1.921 -0.004
H -3.878 0.134 -0.576 0.006
H -1.927 3.593 -1.680 0.001
H -0.460 3.606 -0.651 0.001
H -0.613 2.421 -1.975 0.000